No. 1
The following is a DFT calculation (ωB97M-V/def2-TZVPD) of an isolated molecule of Br2HP at a distorted geometry.

Summary:
HOMO energy in eV: -10.11
Energy above the lowest of the compared OMol25 structures with the same formula, charge and spin in kJ/mol: 33.22
Gap between HOMO and LUMO in eV: 9.20

Geometry (Å):
P -0.17 -0.66 -0.51
Br 1.69 0.79 -0.89
Br -1.80 0.61 0.45
H 0.28 -0.74 0.94

---

No. 2
The following is a DFT calculation (ωB97M-V/def2-TZVPD) of a cluster of 2 separate species, C4H13FSi2 in total at a distorted geometry.

Summary:
HOMO energy in eV: -8.37
Energy above the lowest of the compared OMol25 structures with the same formula, charge and spin in kJ/mol: 158.24
Gap between HOMO and LUMO in eV: 7.82

Geometry (Å):
C -2.71 1.37 0.90
C -2.06 -1.37 0.35
C 1.94 1.47 -1.20
C 1.88 -1.64 -0.32
F 3.72 0.18 0.59
Si -1.18 0.39 0.19
Si 2.17 0.18 0.09
H -3.68 0.72 0.67
H -2.86 1.69 1.90
H -2.87 2.28 0.26
H -2.85 -1.28 1.08
H -2.62 -1.68 -0.61
H -1.36 -2.09 0.56
H 3.02 1.72 -1.44
H 1.47 1.00 -2.07
H 1.37 2.40 -0.92
H 1.01 -1.70 -1.14
H 2.75 -2.23 -0.64
H 1.32 -2.21 0.54
H 1.55 0.81 1.24

---

No. 3
The following is a DFT calculation (ωB97M-V/def2-TZVPD) of a structure of composition C35H52Cl2O4P4Pd at a distorted geometry.

Summary:
HOMO energy (alpha / beta) in eV: -10.50 / -12.17
Gap between HOMO and LUMO (alpha / beta) in eV: 5.93 / 3.19
Net charge: +2
2S+1: 5

Geometry (Å):
P 1.86 1.29 -3.52
C 3.55 1.50 -4.23
C 3.99 0.84 -5.38
H 3.33 0.15 -5.92
C 5.28 1.08 -5.86
H 5.61 0.57 -6.77
C 6.14 1.95 -5.19
H 7.15 2.13 -5.56
C 5.70 2.59 -4.02
H 6.37 3.27 -3.49
C 4.42 2.36 -3.53
H 4.08 2.84 -2.61
C 1.21 -0.11 -4.51
C 1.53 -1.41 -4.06
H 2.13 -1.53 -3.15
C 1.09 -2.52 -4.78
H 1.36 -3.52 -4.44
C 0.32 -2.36 -5.94
H -0.02 -3.23 -6.50
C -0.02 -1.07 -6.37
H -0.61 -0.93 -7.26
C 0.42 0.05 -5.66
H 0.16 1.05 -6.00
C 0.97 2.72 -4.25
C 1.50 3.53 -5.27
H 2.50 3.33 -5.66
C 0.75 4.58 -5.78
H 1.17 5.19 -6.58
C -0.53 4.85 -5.28
H -1.12 5.67 -5.69
C -1.06 4.05 -4.26
H -2.05 4.25 -3.87
C -0.31 3.00 -3.72
H -0.71 2.39 -2.91
Pd 0.74 -0.55 2.58
C -1.14 -1.29 2.06
C -1.59 -1.39 0.81
H -1.70 -1.75 2.89
C -0.75 -0.81 -0.31
O -1.57 0.14 -1.02
H -1.05 0.59 -1.70
C 0.48 -0.18 0.23
H -0.49 -1.63 -1.00
C 1.46 0.46 0.59
Cl 0.68 -1.18 4.93
Cl 2.72 0.61 3.19
P 1.98 -2.46 2.47
C 2.88 -2.89 3.99
H 2.12 -3.03 4.77
H 3.49 -2.02 4.25
H 3.49 -3.79 3.83
C 0.97 -3.90 2.06
H 0.48 -3.73 1.09
H 0.21 -4.04 2.83
H 1.64 -4.77 2.00
C 3.24 -2.34 1.18
H 3.89 -1.49 1.41
H 2.75 -2.20 0.21
H 3.81 -3.28 1.19
P -3.22 -2.09 0.39
C -3.87 -3.02 1.77
C -3.03 -3.19 -1.02
H -4.04 -2.36 2.62
H -3.16 -3.81 2.06
H -4.83 -3.49 1.50
H -2.64 -2.63 -1.88
H -4.01 -3.62 -1.28
H -2.34 -4.00 -0.76
C -4.38 -0.79 -0.03
H -4.54 -0.14 0.83
H -5.34 -1.24 -0.33
H -3.98 -0.20 -0.86
H 2.34 1.11 0.61
C -0.32 3.77 4.02
C -0.02 2.84 2.87
O -1.09 1.91 2.59
P -2.27 0.71 3.30
O -3.22 1.82 3.98
C -3.33 2.40 5.31
C -2.51 1.77 6.39
O -2.04 -0.30 4.63
C -2.97 -1.40 5.09
C -2.22 -2.61 5.57
H -1.20 4.42 3.80
H 0.55 4.42 4.23
H -0.52 3.13 4.90
H 0.21 3.48 1.98
H 0.92 2.28 3.05
H -3.10 3.46 5.20
H -4.39 2.31 5.56
H -1.44 1.78 6.19
H -2.66 2.36 7.31
H -2.85 0.76 6.63
H -3.66 -1.06 5.88
H -3.64 -1.70 4.28
H -1.59 -2.32 6.42
H -2.91 -3.42 5.88
H -1.57 -2.97 4.77

---

No. 4
The following is a DFT calculation (ωB97M-V/def2-TZVPD) of a structure of composition C37H35MnN3S2Sb.

Summary:
HOMO energy (alpha / beta) in eV: -12.90 / -12.90
Energy above the lowest of the compared OMol25 structures with the same formula, charge and spin in kJ/mol: 0.00
Gap between HOMO and LUMO (alpha / beta) in eV: 6.45 / 6.61
Net charge: +2
2S+1: 5

Geometry (Å):
Mn 0.05 -0.13 0.28
C 4.41 -0.63 -0.06
C 4.78 0.62 -0.54
C 3.82 1.61 -0.68
C 2.50 1.31 -0.39
N 2.13 0.07 -0.02
C 3.08 -0.86 0.19
C 1.42 2.31 -0.27
C 1.58 3.66 -0.56
C 0.60 4.56 -0.19
C -0.51 4.13 0.52
C -0.69 2.78 0.79
C 0.24 1.85 0.34
H 5.14 -1.41 0.13
H 5.82 0.84 -0.75
H 4.10 2.61 -0.98
H 2.75 -1.81 0.60
H 2.48 4.01 -1.05
H 0.72 5.61 -0.41
H -1.25 4.85 0.87
H -1.54 2.47 1.37
S -4.72 3.26 -0.22
C -6.31 3.86 -0.31
C -7.23 2.85 -0.29
C -6.62 1.57 -0.21
C -5.26 1.63 -0.16
C -4.31 0.52 -0.06
C -2.93 0.75 -0.20
N -2.01 -0.18 -0.10
C -2.41 -1.47 0.05
C -3.74 -1.82 0.21
C -4.10 -3.21 0.37
C -3.16 -4.17 0.27
C -1.78 -3.84 0.01
C -0.79 -4.80 -0.22
C 0.49 -4.43 -0.58
C 0.75 -3.05 -0.65
N -0.14 -2.12 -0.35
C -1.41 -2.50 -0.07
C 1.56 -5.39 -0.88
C 2.89 -5.13 -1.08
C 3.66 -6.30 -1.29
C 2.89 -7.43 -1.25
S 1.25 -7.07 -1.01
C -4.70 -0.79 0.19
H -6.49 4.92 -0.37
H -8.30 3.02 -0.35
H -7.19 0.65 -0.20
H -2.58 1.75 -0.41
H -5.14 -3.46 0.52
H -3.43 -5.22 0.35
H -1.06 -5.85 -0.15
H 1.71 -2.71 -0.99
H 3.32 -4.14 -1.08
H 4.73 -6.31 -1.45
H 3.21 -8.45 -1.38
H -5.74 -1.03 0.34
C -0.82 0.18 5.85
C -0.78 0.85 4.48
Sb 0.44 -0.20 3.06
C 2.34 0.72 3.43
C 2.72 0.81 4.90
C 0.71 -2.10 4.01
C 1.53 -3.07 3.16
H -1.41 0.78 6.54
H 0.18 0.06 6.29
H -1.28 -0.81 5.81
H -0.36 1.85 4.53
H -1.78 0.93 4.06
H 2.28 1.71 2.97
H 3.08 0.15 2.86
H 2.00 1.40 5.47
H 3.69 1.30 5.01
H 2.79 -0.17 5.37
H -0.28 -2.49 4.23
H 1.20 -1.89 4.96
H 1.07 -3.24 2.18
H 1.60 -4.04 3.65
H 2.55 -2.71 3.01

---

No. 5
The following is a DFT calculation (ωB97M-V/def2-TZVPD) of an isolated molecule of C4H8N2 at a distorted geometry.

Summary:
HOMO energy (alpha / beta) in eV: -6.57 / -10.79
Energy above the lowest of the compared OMol25 structures with the same formula, charge and spin in kJ/mol: 66.39
Gap between HOMO and LUMO (alpha / beta) in eV: 7.55 / 8.99
2S+1: 3

Geometry (Å):
C -0.80 -0.51 0.78
C -1.84 -0.61 -0.38
C 1.56 0.36 -0.13
C 0.70 -0.68 0.54
N -1.08 -1.44 2.01
N -1.15 -0.21 2.12
H -1.30 -0.59 -1.36
H -2.68 0.02 -0.39
H -2.15 -1.66 -0.30
H 1.11 0.69 -1.10
H 2.52 -0.09 -0.39
H 1.61 1.19 0.68
H 1.14 -0.97 1.54
H 0.65 -1.69 -0.04

---

No. 6
The following is a DFT calculation (ωB97M-V/def2-TZVPD) of a structure of composition C24H29F3N10OW at a distorted geometry.

Summary:
HOMO energy (alpha / beta) in eV: -13.22 / -13.23
Energy above the lowest of the compared OMol25 structures with the same formula, charge and spin in kJ/mol: 1278.36
Gap between HOMO and LUMO (alpha / beta) in eV: 6.13 / 6.13
Net charge: +2

Geometry (Å):
W -0.07 0.03 -0.05
N 0.75 1.10 -1.71
C 0.34 0.22 -2.88
C -1.12 -0.34 -2.74
N -1.30 -1.20 -1.51
H 0.25 1.98 -1.83
H 1.76 1.20 -1.69
H 1.01 -0.63 -2.93
H 0.42 0.78 -3.81
H -1.41 -0.94 -3.60
H -1.79 0.51 -2.68
H -0.84 -2.07 -1.71
H -2.28 -1.31 -1.29
N 3.09 -0.62 1.50
C 2.60 0.67 1.94
N 3.31 1.31 2.84
C 2.84 2.50 3.27
N 3.58 3.15 4.19
N 1.71 3.11 2.85
C 1.03 2.42 1.97
N 1.33 1.25 1.46
C -0.28 2.90 1.42
C -0.85 4.10 1.78
C -2.07 4.44 1.25
C -2.71 3.58 0.37
C -2.08 2.40 0.04
N -0.88 2.03 0.55
H 3.68 -1.07 2.21
H 2.08 -1.30 0.95
H 4.55 2.86 4.19
H 3.43 4.15 4.19
H -0.34 4.75 2.48
H -2.55 5.38 1.52
H -3.67 3.84 -0.05
H -2.68 1.60 -0.77
F 3.74 -5.81 -2.75
C 2.63 -6.01 -2.04
F 1.77 -6.70 -2.80
F 2.94 -6.76 -0.98
C 2.02 -4.70 -1.59
C 0.85 -4.71 -0.84
C 0.31 -3.50 -0.45
N 0.83 -2.28 -0.74
C 1.96 -2.33 -1.47
C 2.58 -3.48 -1.91
H 0.37 -5.63 -0.56
H -0.60 -3.51 0.13
H 2.40 -1.37 -1.70
H 3.49 -3.42 -2.49
O 1.64 -0.32 0.30
C -1.63 -1.42 1.63
C -3.05 -0.96 1.23
C -4.11 -1.53 1.91
C -5.42 -1.17 1.62
C -5.68 -0.24 0.63
C -4.65 0.36 -0.08
C -4.98 1.35 -1.17
C -3.33 0.00 0.22
N -2.22 0.59 -0.47
H -1.67 -2.15 2.43
H -1.02 -0.57 2.01
H -1.12 -1.89 0.79
H -3.93 -2.27 2.68
H -6.24 -1.63 2.16
H -6.71 0.03 0.41
H -6.06 1.48 -1.25
H -4.61 1.00 -2.13
H -4.56 2.33 -0.97